The following is a DFT calculation (ωB97M-V/def2-TZVPD) of a cluster of 5 separate species, C26H51N4O8PS in total in a non-equilibrium geometry.

Geometry as XYZ:
```
91
Properties=species:S:1:pos:R:3:lowdin_charge:R:1
O 0.199 -5.954 -4.093 0.110
C 0.342 -4.880 -3.585 -0.389
C 1.680 -4.363 -3.216 -0.506
S 2.992 -5.556 -3.094 0.836
C 1.860 -3.064 -2.971 0.019
C 0.730 -2.103 -3.111 -0.338
O 0.953 -0.947 -3.349 0.132
C -0.650 -2.642 -3.003 -0.075
C -0.817 -4.012 -3.274 -0.081
C -2.095 -4.598 -3.267 0.017
C -3.208 -3.809 -2.968 -0.043
C -3.037 -2.450 -2.658 -0.104
C -1.771 -1.838 -2.672 -0.248
P -1.918 -0.034 -2.203 0.848
O -0.589 0.344 -1.355 -0.273
O -1.527 0.740 -3.595 -0.271
H 3.414 -5.516 -4.363 -0.115
H 2.824 -2.659 -2.715 0.119
H -2.196 -5.647 -3.490 0.119
H -4.197 -4.238 -2.968 0.105
H -3.893 -1.845 -2.393 0.082
H -0.353 -0.318 -0.696 0.069
H -2.132 0.408 -4.271 0.061
C -5.004 4.811 -0.136 -0.109
O -4.647 3.621 -0.811 -0.195
C -4.971 3.579 -2.187 -0.212
C -3.978 4.298 -3.112 -0.434
C -4.089 5.819 -3.079 -0.072
N -2.591 3.911 -2.848 0.053
H -5.937 5.227 -0.526 0.090
H -4.217 5.566 -0.199 0.076
H -5.147 4.559 0.915 0.081
H -4.966 2.518 -2.447 0.116
H -5.994 3.951 -2.342 0.119
H -4.221 3.975 -4.130 0.134
H -3.614 6.239 -2.193 0.064
H -3.588 6.248 -3.946 0.075
H -5.132 6.145 -3.096 0.077
H -2.491 2.910 -2.997 0.032
H -2.423 4.041 -1.854 0.071
C 0.860 1.862 1.680 -0.101
O 1.926 1.109 1.126 -0.194
C 2.429 1.613 -0.100 -0.212
C 3.431 2.771 0.011 -0.432
C 2.791 4.113 0.353 -0.071
N 4.504 2.499 0.971 0.037
H 0.219 2.277 0.897 0.089
H 1.229 2.670 2.318 0.078
H 0.262 1.195 2.300 0.069
H 2.946 0.770 -0.564 0.120
H 1.591 1.879 -0.758 0.110
H 3.890 2.869 -0.977 0.135
H 2.546 4.185 1.413 0.064
H 3.484 4.924 0.127 0.074
H 1.878 4.277 -0.223 0.078
H 5.005 1.668 0.672 0.070
H 4.071 2.233 1.851 0.068
C -1.605 0.031 4.725 -0.103
O -1.803 1.071 3.786 -0.208
C -3.147 1.455 3.570 -0.204
C -3.726 2.411 4.621 -0.435
C -4.079 1.741 5.946 -0.071
N -2.845 3.552 4.886 0.041
H -2.422 -0.696 4.693 0.091
H -1.502 0.417 5.742 0.077
H -0.676 -0.473 4.462 0.086
H -3.143 1.975 2.608 0.121
H -3.779 0.565 3.454 0.121
H -4.654 2.805 4.196 0.133
H -3.194 1.560 6.555 0.065
H -4.741 2.384 6.524 0.075
H -4.588 0.788 5.786 0.077
H -2.707 4.080 4.029 0.069
H -1.923 3.189 5.112 0.069
C 5.566 -6.555 -0.373 -0.117
O 4.483 -5.941 0.298 -0.208
C 4.790 -5.348 1.541 -0.213
C 5.409 -3.954 1.424 -0.434
C 6.874 -3.947 0.997 -0.069
N 4.642 -3.099 0.514 0.042
H 6.261 -7.021 0.332 0.091
H 6.101 -5.838 -0.999 0.074
H 5.155 -7.325 -1.024 0.081
H 3.832 -5.251 2.057 0.122
H 5.417 -6.017 2.145 0.121
H 5.360 -3.507 2.422 0.135
H 6.985 -4.121 -0.072 0.063
H 7.320 -2.976 1.212 0.075
H 7.447 -4.707 1.531 0.078
H 3.695 -2.994 0.869 0.072
H 4.535 -3.605 -0.362 0.058
```

Summary:
SMILES string: O=C1C(S)=CC(=O)c2c1cccc2P(O)O.COC[C@@H](C)N.COC[C@@H](C)N.COC[C@@H](C)N.COC[C@@H](C)N
E_HOMO, eV: -8.7961
Net charge: 0
Molar mass, g/mol: 610.755
LUMO energy, Ha: -0.052